1.
{
  "formula": "C10H16Cl3F5O2ReTe",
  "method": "ωB97M-V/def2-TZVPD",
  "multiplicity": 4,
  "total_charge": -2,
  "homo_energy_ev": [0.774, -1.244],
  "gap_ev": [3.68, 5.74],
  "elements": ["C", "C", "C", "C", "C", "C", "C", "C", "C", "C", "Re", "Cl", "Cl", "Cl", "H", "H", "H", "H", "H", "H", "H", "H", "H", "H", "H", "H", "H", "H", "H", "O", "H", "F", "Te", "F", "F", "F", "F", "O"],
  "xyz": [[0.834, 2.024, -0.530], [1.027, 1.804, 0.848], [-0.169, 1.185, 1.378], [2.268, 2.038, 1.614], [-1.113, 1.014, 0.294], [-0.437, 1.460, -0.902], [-1.075, 1.293, -2.213], [1.854, 2.560, -1.477], [-0.519, 1.059, 2.807], [-2.597, 0.950, 0.420], [-0.026, -0.785, -0.032], [1.741, -1.149, 1.555], [1.718, -0.591, -1.693], [-1.385, -1.698, 1.570], [3.137, 1.749, 1.017], [2.259, 1.439, 2.526], [2.373, 3.093, 1.880], [0.199, 0.420, 3.332], [-1.516, 0.626, 2.930], [-0.488, 2.064, 3.250], [-2.912, 0.193, 1.141], [-3.080, 0.727, -0.533], [-2.952, 1.932, 0.763], [-2.096, 1.689, -2.203], [-1.222, 0.187, -2.304], [-0.499, 1.642, -3.072], [2.804, 2.015, -1.364], [2.042, 3.620, -1.259], [1.530, 2.466, -2.522], [-1.228, -1.123, -1.513], [-0.928, -1.853, -2.082], [1.817, -5.025, -1.078], [0.076, -4.547, -0.499], [-1.724, -4.221, -0.005], [-0.393, -6.382, -0.501], [-0.438, -4.437, -2.329], [0.641, -4.696, 1.296], [0.477, -2.742, -0.509]],
  "forces_ev_per_a": [[-1.429, -0.639, -0.672], [-2.045, -0.450, 0.569], [0.601, 1.726, -1.179], [0.118, 0.036, 0.116], [0.589, 1.077, 0.015], [0.914, 1.558, 0.803], [-0.293, 0.275, -0.891], [0.198, 0.000, 0.071], [0.130, -0.038, 0.463], [-0.419, 0.237, 0.276], [2.001, -2.630, -0.055], [0.893, -0.124, 0.750], [0.571, 0.123, -0.679], [-1.098, -0.682, 0.996], [0.099, -0.041, 0.095], [0.112, 0.071, -0.082], [0.125, 0.194, 0.096], [-0.095, 0.016, 0.036], [0.212, 0.138, 0.076], [-0.101, -0.082, 0.206], [-0.010, 0.143, -0.107], [0.112, -0.061, 0.053], [-0.155, -0.019, -0.041], [0.056, 0.430, -0.260], [0.048, 1.080, -0.528], [-0.023, 0.308, 0.138], [-0.180, 0.125, -0.127], [0.060, -0.004, -0.105], [0.080, -0.005, 0.293], [-1.357, -1.620, -0.617], [0.042, 0.221, 0.628], [-0.770, -0.415, 0.189], [0.283, 4.074, 0.432], [0.461, -0.959, -0.266], [0.367, 0.621, -0.079], [0.032, -0.749, 0.480], [-0.333, -0.862, -0.464], [0.204, -3.074, -0.628]]
}

=====

2.
{
  "formula": "C10H16Cl3F5O2TeV",
  "method": "ωB97M-V/def2-TZVPD",
  "de_lowest_ev": 3.014,
  "multiplicity": 2,
  "total_charge": -2,
  "homo_energy_ev": [0.937, 0.914],
  "gap_ev": [3.18, 3.21],
  "elements": ["C", "C", "C", "C", "C", "C", "C", "C", "C", "C", "V", "Cl", "Cl", "Cl", "H", "H", "H", "H", "H", "H", "H", "H", "H", "H", "H", "H", "H", "H", "H", "O", "H", "F", "Te", "F", "F", "F", "F", "O"],
  "xyz": [[-0.975, 0.662, -1.440], [-1.134, -0.679, -1.922], [0.167, -1.322, -1.858], [-2.339, -1.224, -2.607], [1.090, -0.360, -1.315], [0.399, 0.867, -1.116], [1.047, 2.184, -0.894], [-2.012, 1.726, -1.513], [0.532, -2.632, -2.462], [2.564, -0.537, -1.250], [-0.550, -1.025, 0.158], [-1.584, -2.760, 0.313], [-1.699, 0.348, 1.451], [1.191, -1.526, 1.425], [-3.239, -0.682, -2.297], [-2.478, -2.288, -2.385], [-2.228, -1.117, -3.696], [-0.193, -3.410, -2.202], [1.519, -2.960, -2.118], [0.557, -2.552, -3.559], [2.830, -1.577, -1.050], [3.000, 0.082, -0.462], [3.026, -0.254, -2.204], [1.905, 2.094, -0.222], [0.358, 2.909, -0.453], [1.419, 2.619, -1.836], [-3.015, 1.308, -1.382], [-1.989, 2.220, -2.496], [-1.853, 2.491, -0.746], [0.986, 3.320, 2.102], [0.867, 2.447, 2.605], [-0.406, -0.413, 6.602], [0.307, 0.276, 4.971], [1.140, 1.573, 6.099], [-1.266, 1.355, 4.899], [1.729, -0.958, 5.297], [-0.703, -1.118, 4.144], [1.030, 0.914, 3.418]],
  "forces_ev_per_a": [[0.544, -0.770, -0.759], [1.076, 0.248, -0.272], [-0.540, 1.135, -0.077], [-0.150, -0.165, 0.008], [-0.738, 0.276, -0.958], [0.006, -0.563, -0.685], [0.098, 0.271, 0.540], [-0.308, 0.187, 0.326], [-0.047, -0.401, 0.024], [0.297, -0.040, 0.302], [1.667, 4.484, 1.494], [-1.925, -3.596, 0.211], [0.199, -0.313, -0.565], [0.024, -0.468, -0.222], [0.108, -0.178, -0.075], [-0.030, 0.154, -0.002], [-0.076, 0.002, 0.146], [0.099, 0.066, -0.025], [-0.200, 0.017, -0.061], [0.045, 0.009, 0.170], [-0.017, 0.103, 0.081], [-0.084, -0.126, -0.069], [-0.113, 0.058, 0.012], [-0.338, 0.262, 0.212], [0.321, -0.134, 0.385], [-0.145, -0.366, -0.109], [0.153, 0.100, 0.061], [0.111, -0.112, 0.112], [-0.021, -0.199, -0.076], [-0.257, -1.287, 0.269], [0.260, 2.146, -1.098], [0.194, 0.251, -0.520], [0.820, 1.218, -2.596], [-0.336, -0.536, 0.173], [0.269, -0.471, 0.525], [-0.333, 0.007, 0.405], [0.084, 0.033, 0.647], [-0.716, -1.305, 2.067]]
}

=====

3.
{
  "formula": "C10H16CoN3O2S",
  "method": "ωB97M-V/def2-TZVPD",
  "de_lowest_ev": 0.000,
  "multiplicity": 2,
  "total_charge": 1,
  "homo_energy_ev": [-10.848, -10.817],
  "gap_ev": [7.09, 7.38],
  "elements": ["Co", "C", "O", "C", "C", "O", "C", "H", "H", "H", "H", "H", "H", "H", "H", "H", "H", "S", "C", "N", "N", "C", "C", "C", "N", "C", "C", "H", "H", "H", "H", "H", "H"],
  "xyz": [[0.706, 0.152, -0.419], [3.431, -0.503, -1.653], [2.615, -0.361, -0.478], [3.305, -0.489, 0.773], [2.350, 0.081, 1.800], [1.041, -0.478, 1.592], [0.879, -1.775, 2.191], [4.284, 0.171, -1.588], [2.812, -0.227, -2.503], [3.763, -1.538, -1.743], [4.229, 0.091, 0.746], [3.547, -1.543, 0.934], [2.235, 1.155, 1.647], [2.679, -0.100, 2.824], [1.362, -1.783, 3.168], [1.305, -2.559, 1.563], [-0.184, -1.944, 2.335], [1.033, 4.720, -0.699], [0.945, 3.133, -0.761], [0.876, 1.954, -0.829], [-5.377, 0.130, -0.792], [-4.036, 0.136, -0.722], [-3.264, 1.076, -1.424], [-1.901, 1.055, -1.323], [-1.223, 0.152, -0.575], [-1.969, -0.755, 0.088], [-3.334, -0.807, 0.049], [-5.871, 0.823, -1.326], [-5.924, -0.524, -0.263], [-3.733, 1.829, -2.041], [-1.299, 1.783, -1.844], [-1.423, -1.487, 0.665], [-3.858, -1.569, 0.609]],
  "forces_ev_per_a": [[-0.288, 0.081, 0.060], [-0.022, 0.073, 0.055], [0.091, -0.013, -0.099], [-0.049, 0.080, 0.003], [0.034, 0.055, -0.070], [-0.050, -0.076, 0.066], [0.004, 0.019, -0.030], [-0.006, -0.003, -0.020], [0.015, -0.014, -0.009], [0.022, 0.018, -0.005], [-0.005, 0.002, 0.014], [-0.008, 0.014, 0.059], [0.022, -0.019, 0.002], [0.024, -0.039, -0.024], [-0.005, -0.003, -0.005], [-0.001, -0.003, 0.006], [-0.019, -0.001, -0.041], [-0.007, -0.063, 0.000], [-0.002, 0.081, -0.009], [0.216, -0.150, -0.073], [-0.034, 0.016, 0.004], [-0.045, -0.017, -0.010], [0.060, 0.049, -0.035], [0.156, -0.073, 0.077], [-0.318, 0.018, 0.092], [0.095, -0.001, -0.087], [0.071, -0.028, 0.017], [0.011, 0.007, -0.004], [0.013, -0.010, 0.000], [-0.013, 0.001, 0.002], [0.030, 0.026, -0.006], [0.006, -0.022, 0.065], [0.000, -0.003, 0.005]]
}

=====

4.
{
  "formula": "C10H16CrN2PSe",
  "method": "ωB97M-V/def2-TZVPD",
  "multiplicity": 4,
  "homo_energy_ev": [-5.610, -4.954],
  "gap_ev": [5.93, 5.27],
  "elements": ["C", "C", "C", "C", "C", "Cr", "P", "H", "H", "H", "H", "H", "H", "H", "H", "C", "N", "C", "C", "N", "C", "C", "Se", "H", "H", "H", "H", "H", "H", "H", "H"],
  "xyz": [[0.416, -0.567, -2.038], [-0.758, 0.140, -2.616], [-0.712, 1.514, -2.206], [0.525, 1.959, -1.597], [1.529, 0.854, -1.613], [0.057, 0.405, -0.291], [0.424, -1.793, 0.689], [0.326, -1.669, -2.119], [-1.614, -0.202, -3.291], [-1.517, 2.295, -2.438], [2.608, 0.893, -1.225], [0.523, 2.975, -1.022], [1.691, -2.132, 1.243], [0.537, -2.931, -0.169], [-0.564, -2.495, 1.444], [2.243, -0.831, 3.467], [0.862, -0.927, 3.848], [0.391, -1.833, 4.805], [-0.951, -1.684, 4.843], [-1.298, -0.718, 3.926], [-2.604, -0.265, 3.544], [-0.199, -0.286, 3.248], [-0.211, 1.204, 2.023], [2.827, -1.387, 4.213], [2.628, 0.195, 3.424], [2.447, -1.300, 2.500], [1.048, -2.443, 5.341], [-1.718, -2.155, 5.449], [-3.116, -0.986, 2.894], [-3.234, -0.151, 4.441], [-2.569, 0.692, 3.012]],
  "forces_ev_per_a": [[-0.565, 2.708, -0.846], [0.665, 1.401, 1.143], [-0.674, 0.757, -0.575], [0.292, 0.190, 0.352], [-1.517, -0.982, 0.421], [-0.633, -2.275, 0.222], [-0.225, -0.600, -1.494], [1.455, 0.747, -0.326], [1.412, 0.030, 1.357], [1.075, -1.463, 0.463], [-1.863, -0.344, -0.845], [0.704, -1.776, -1.786], [-0.675, -0.203, 0.368], [-0.118, 0.444, -0.157], [0.611, 0.121, 0.585], [1.382, -0.035, 0.136], [-1.368, -0.099, -0.516], [-0.836, 1.490, -1.232], [-0.525, -0.139, 0.331], [1.166, 0.271, -1.190], [-1.770, -0.095, 0.437], [0.499, 0.490, 1.090], [0.293, -0.013, 1.134], [-0.162, 0.246, -0.160], [-0.475, -0.140, 0.099], [-0.143, 0.259, 0.350], [0.700, -0.741, 0.672], [0.367, 0.046, -0.131], [0.298, 0.042, 0.060], [0.305, 0.000, -0.241], [0.330, -0.338, 0.281]]
}